(1)
{
  "formula": "C2H6N4O",
  "method": "ωB97M-V/def2-TZVPD",
  "species": ["N", "H", "H", "H", "H", "H", "H", "N", "N", "N", "C", "C", "O"],
  "coordinates": [[-0.0636, 1.2423, 0.0197], [2.0828, 0.3266, 0.6309], [-1.3253, -2.6796, 0.1360], [1.6605, 2.1182, -0.4088], [-2.8177, -0.2394, -0.0718], [0.4559, -2.3712, 0.1808], [0.3630, 3.1898, -0.3957], [-1.8369, -0.0796, 0.0171], [0.7865, 2.3312, 0.0083], [-0.5743, -2.1341, 0.4139], [-0.8761, -0.8455, 0.1529], [0.3107, 0.0703, 0.0765], [1.6360, -0.2842, -0.0413]],
  "atomic_forces_ev_per_a": [[0.3, 4.6, 0.3], [-0.4, -1.3, -1.3], [-1.0, -2.2, -0.5], [1.1, 0.1, -0.7], [-0.4, -1.2, 0.3], [-2.7, 0.1, 0.4], [0.2, -1.3, 0.5], [-3.5, -0.7, -0.5], [-0.5, -0.2, 0.1], [2.8, 0.2, -0.1], [2.0, 1.4, 0.1], [1.3, 0.0, -0.5], [0.8, 0.5, 1.9]],
  "nbo_charge": [-0.226, 0.484, 0.387, 0.329, 0.359, 0.414, 0.377, -0.677, -0.659, -0.810, 0.387, 0.348, -0.714],
  "total_energy_ev": -10176.177,
  "gap_ev": 8.92,
  "homo_energy_ev": -8.207,
  "smiles": "[H]/N=C(N)/C(O)=N/N",
  "largest_force_ev_per_a": 4.6,
  "e_above_lowest_ev": 3.885,
  "lumo_energy_ev": 0.72
}

***

(2)
{
  "formula": "C6H19O8P",
  "method": "ωB97M-V/def2-TZVPD",
  "species": ["H", "C", "H", "O", "H", "O", "O", "C", "H", "H", "C", "H", "H", "H", "H", "P", "H", "H", "H", "O", "H", "H", "C", "H", "C", "H", "H", "O", "O", "H", "O", "C", "O", "H"],
  "coordinates": [[-3.2026, -2.5511, 1.2312], [-0.2336, 2.8724, -0.6334], [0.3617, -2.0162, -2.5763], [1.6221, 4.9950, 1.4487], [-0.6885, 3.6461, -1.2462], [-0.4026, -2.4747, -2.9300], [-0.1315, -0.4624, 2.1418], [-1.7837, -1.4305, 0.1734], [-1.8572, -2.1504, -4.3162], [2.1098, 5.5483, 0.8365], [0.3013, -0.9938, 1.1512], [1.7728, 4.3470, 3.3698], [0.9719, -3.3824, -0.0748], [-0.2914, -1.4385, -4.7396], [3.3345, 4.5524, 2.5597], [2.0406, -2.8559, 0.6560], [-2.3057, -0.5217, 0.4399], [3.0996, -2.6717, -0.2412], [-1.8654, -3.8257, -0.3620], [2.4158, -3.6363, 1.8338], [-1.6797, -2.4546, 2.0748], [0.1511, 3.3250, 0.2807], [-2.1231, -2.5639, 1.0975], [-1.3105, -0.6786, -3.4906], [2.3343, 4.9750, 2.6841], [-2.1319, -1.7081, -0.8130], [0.5936, 2.4217, -1.1913], [-1.2430, 1.9022, -0.3478], [1.6256, -1.3045, 0.9970], [-0.8398, 1.2298, 0.2021], [-0.3659, -1.2288, 0.0149], [-0.9888, -1.6308, -3.9210], [-1.7053, -3.8121, 0.5788], [2.4158, 5.9775, 3.1115]],
  "atomic_forces_ev_per_a": [[-0.3, 0.1, 0.0], [-0.1, -0.2, 0.1], [0.1, 0.1, 0.1], [0.0, -0.1, 0.2], [0.0, 0.0, 0.0], [-0.2, 0.0, -0.1], [0.3, -0.7, -1.0], [-0.4, -0.1, -0.2], [0.0, 0.0, 0.0], [0.0, 0.1, -0.1], [0.0, 1.3, 0.7], [0.0, 0.0, 0.0], [-0.1, 0.2, -0.1], [0.0, 0.0, 0.0], [0.0, 0.0, 0.0], [0.6, -0.3, 0.5], [0.2, 0.4, 0.3], [-0.1, 0.3, -0.1], [-0.1, -0.1, -0.5], [-0.1, -0.1, 0.1], [0.2, 0.0, 0.3], [0.0, 0.1, 0.0], [-0.2, -0.2, -0.2], [0.0, 0.0, 0.0], [0.0, 0.1, -0.2], [0.1, 0.1, -0.4], [0.0, 0.1, 0.0], [0.0, 0.1, -0.2], [-0.5, -0.4, -0.4], [0.0, -0.1, 0.2], [0.2, -0.4, 0.4], [0.1, 0.0, 0.1], [0.4, -0.1, 0.5], [0.0, 0.0, 0.0]],
  "nbo_charge": [0.177, -0.256, 0.465, -0.727, 0.179, -0.732, -0.568, -0.107, 0.184, 0.463, 0.983, 0.187, -0.077, 0.168, 0.163, 1.758, 0.213, -0.102, 0.469, -1.049, 0.205, 0.194, -0.103, 0.169, -0.248, 0.204, 0.152, -0.730, -0.777, 0.460, -0.519, -0.252, -0.712, 0.163],
  "total_energy_ev": -32197.970,
  "gap_ev": 10.72,
  "homo_energy_ev": -10.301,
  "smiles": "O=[PH2]OC(=O)OCCO.CO.CO.CO",
  "largest_force_ev_per_a": 1.5,
  "lumo_energy_ev": 0.41
}

***

(3)
{
  "formula": "CH4NO2",
  "method": "ωB97M-V/def2-TZVPD",
  "species": ["H", "O", "O", "H", "C", "N", "H", "H"],
  "coordinates": [[-0.3823, 1.0409, 0.6913], [2.1469, 0.3784, 0.2785], [3.2128, -0.2100, 0.2242], [-0.4611, 0.7363, -1.0113], [-0.1764, 0.2835, -0.0273], [1.0771, -0.2849, -0.0016], [1.4578, -1.2562, -0.2786], [-1.0817, -0.4680, 0.2070]],
  "atomic_forces_ev_per_a": [[0.7, 0.8, 0.9], [-1.3, 1.7, 0.5], [0.5, -0.6, -0.2], [0.6, -0.5, 0.4], [-5.1, -0.3, -0.9], [3.5, -3.2, -0.4], [-1.5, 1.1, 0.3], [2.6, 1.0, -0.6]],
  "nbo_charge": [0.290, 0.270, -0.037, 0.289, -0.535, -0.037, 0.448, 0.312],
  "total_energy_ev": -6671.835,
  "gap_ev": [8.93, 8.93],
  "homo_energy_ev": [-17.566, -17.566],
  "charge": 1,
  "largest_force_ev_per_a": 5.2,
  "e_above_lowest_ev": 8.059,
  "lumo_energy_ev": [-8.64, -8.64]
}